w:
{"formula": "C3H10S2", "method": "wB97M-V/def2-TZVPD", "total_charge": 0, "smiles": "CCS.CS", "homo_ev": -9.03, "species": ["C", "C", "S", "H", "H", "H", "H", "H", "H", "C", "S", "H", "H", "H", "H"], "coordinates": [[3.40, 1.40, -0.65], [1.80, 1.42, -0.80], [0.89, 0.25, 0.29], [3.89, 0.91, -1.55], [3.78, 2.42, -0.62], [3.86, 1.05, 0.26], [1.53, 1.08, -1.83], [1.35, 2.37, -0.46], [-0.38, 0.79, 0.13], [-2.86, -1.90, 1.04], [-4.38, -2.86, 0.90], [-2.19, -2.47, 0.64], [-2.61, -1.65, 1.96], [-2.89, -1.03, 0.21], [-5.18, -1.79, 0.49]], "mulliken_charge": [-0.916, -0.430, -0.235, 0.244, 0.287, 0.330, 0.311, 0.301, 0.107, -0.862, -0.227, 0.335, 0.412, 0.222, 0.121]}

***

x:
{"formula": "C3H10S2", "method": "wB97M-V/def2-TZVPD", "total_charge": 0, "smiles": "CCS.CS", "homo_ev": -9.04, "species": ["C", "C", "S", "H", "H", "H", "H", "H", "H", "C", "S", "H", "H", "H", "H"], "coordinates": [[-1.57, 0.58, 1.78], [-0.84, 0.84, 0.43], [-2.03, 1.62, -0.77], [-2.57, 0.25, 1.65], [-1.14, -0.02, 2.58], [-1.67, 1.66, 2.22], [-0.59, -0.10, -0.03], [-0.11, 1.64, 0.62], [-2.13, 0.46, -1.40], [1.65, -1.26, -1.35], [3.38, -1.46, -1.06], [1.30, -0.25, -1.35], [1.11, -1.87, -0.60], [1.48, -1.77, -2.31], [3.74, -0.33, -0.43]], "mulliken_charge": [-0.940, -0.206, -0.171, 0.311, 0.332, 0.244, 0.007, 0.311, 0.114, -0.626, -0.216, 0.202, 0.256, 0.280, 0.102]}

***

Stability check: which of them is least stable? w.

***

w:
{"formula": "CH3N3O2S", "method": "wB97M-V/def2-TZVPD", "total_charge": 0, "smiles": "O=S1(=O)N=NCN1", "homo_ev": [-10.51, -10.88], "species": ["O", "S", "O", "N", "N", "C", "N", "H", "H", "H"], "coordinates": [[0.53, 2.83, -1.73], [1.23, 1.64, -1.37], [2.61, 1.79, -1.13], [1.17, 0.39, -2.43], [0.26, -0.78, -1.72], [-0.03, -0.36, -0.46], [0.31, 0.96, -0.07], [-1.12, -0.64, -0.24], [0.52, -1.19, 0.22], [-0.48, 1.47, 0.28]], "mulliken_charge": [-0.569, 1.058, -0.532, -0.157, -0.181, -0.159, -0.343, 0.333, 0.233, 0.317]}

***

x:
{"formula": "CH3N3O2S", "method": "wB97M-V/def2-TZVPD", "total_charge": 0, "smiles": "O=S1(=O)N=NCN1", "homo_ev": -11.03, "species": ["O", "S", "O", "N", "N", "C", "N", "H", "H", "H"], "coordinates": [[2.51, 0.54, -0.45], [1.14, 0.72, -0.11], [0.53, 2.01, -0.40], [0.61, 0.31, 1.39], [-0.60, -0.17, 1.38], [-1.12, -0.54, 0.10], [-0.02, -0.37, -0.85], [-1.68, -1.43, 0.11], [-1.85, 0.16, -0.12], [0.46, -1.23, -1.05]], "mulliken_charge": [-0.510, 1.037, -0.532, -0.107, -0.137, -0.246, -0.434, 0.381, 0.240, 0.307]}

***

y:
{"formula": "CH3N3O2S", "method": "wB97M-V/def2-TZVPD", "total_charge": 0, "homo_ev": -9.35, "species": ["C", "N", "N", "N", "O", "O", "S", "H", "H", "H"], "coordinates": [[0.35, -0.61, 0.78], [0.92, -1.17, 1.74], [-0.14, -1.68, -0.44], [0.10, 0.71, 0.50], [1.00, -3.98, -0.65], [1.19, -2.50, 1.54], [0.20, -3.21, 0.28], [0.45, -1.71, -1.33], [-0.62, 0.84, -0.34], [0.16, 1.26, 1.41]], "mulliken_charge": [0.508, -0.324, -0.478, -0.463, -0.503, -0.230, 0.598, 0.313, 0.296, 0.283]}

***

z:
{"formula": "CH3N3O2S", "method": "wB97M-V/def2-TZVPD", "total_charge": 0, "homo_ev": [-8.45, -8.24], "species": ["C", "N", "N", "N", "O", "O", "S", "H", "H", "H"], "coordinates": [[-0.22, -0.79, 0.16], [-0.22, 1.39, -0.11], [-1.30, 1.33, 1.36], [0.59, 0.41, 0.08], [-2.10, 2.20, 1.55], [1.84, 0.43, 0.14], [-1.71, -0.37, 1.15], [-0.67, -1.16, -0.72], [0.38, -1.57, 0.50], [0.27, 2.27, -0.20]], "mulliken_charge": [-0.354, -0.579, 0.369, 0.783, -0.439, -0.624, -0.072, 0.238, 0.425, 0.254]}

***

Stability check: which of them is least stable? z.

***

w:
{"formula": "C6H10O3", "method": "wB97M-V/def2-TZVPD", "total_charge": 0, "smiles": "C/C=C(\\O)C[C@H](O)C=O", "homo_ev": -8.82, "species": ["C", "C", "C", "O", "C", "C", "O", "C", "O", "H", "H", "H", "H", "H", "H", "H", "H", "H", "H"], "coordinates": [[0.09, -0.80, -2.29], [0.30, 0.06, -1.08], [-0.76, 0.66, -0.40], [-2.04, 0.29, -0.62], [-0.55, 1.31, 0.93], [-0.12, 0.07, 1.73], [0.54, 0.41, 2.91], [1.04, -0.74, 0.78], [2.21, -0.52, 1.14], [1.05, -1.10, -2.71], [-0.46, -1.71, -2.01], [-0.48, -0.30, -3.08], [1.22, 0.65, -1.13], [-2.13, -0.08, -1.51], [0.26, 2.04, 0.89], [-1.46, 1.76, 1.32], [-0.94, -0.62, 1.91], [1.51, 0.39, 2.69], [0.70, -1.77, 0.55]], "mulliken_charge": [-1.676, -0.127, 0.599, -0.499, -0.669, -0.175, -0.596, 0.247, -0.683, 0.379, 0.397, 0.397, 0.415, 0.355, 0.215, 0.373, 0.370, 0.359, 0.320]}

***

x:
{"formula": "C6H10O3", "method": "wB97M-V/def2-TZVPD", "total_charge": 0, "smiles": "C[C@@H]1O[C@@H]2CC[C@H]1OO2", "homo_ev": -9.19, "species": ["C", "C", "O", "C", "C", "C", "C", "O", "O", "H", "H", "H", "H", "H", "H", "H", "H", "H", "H"], "coordinates": [[-1.12, 1.80, 0.84], [0.36, 1.23, 0.68], [0.90, 1.18, -0.68], [1.27, -0.10, -1.15], [0.17, -1.08, -1.38], [-0.72, -1.19, -0.13], [0.11, -0.43, 0.84], [1.43, -1.20, 0.90], [2.12, -0.70, -0.28], [-1.73, 0.95, 0.17], [-1.19, 2.85, 0.84], [-1.67, 1.46, 1.75], [0.85, 1.61, 1.50], [1.85, -0.07, -2.17], [0.38, -2.07, -1.80], [-0.43, -0.34, -1.96], [-0.65, -2.37, 0.35], [-1.85, -1.04, -0.17], [-0.08, -0.51, 1.86]], "mulliken_charge": [-1.047, 0.113, -0.435, 0.197, -0.602, -0.750, -0.546, -0.286, -0.293, 0.191, 0.372, 0.336, 0.431, 0.377, 0.347, 0.287, 0.242, 0.385, 0.681]}

***

Stability check: which of them is least stable? x.